{
  "formula": "C4H10N2O",
  "method": "wB97M-V/def2-TZVPD",
  "species": ["O", "C", "C", "C", "N", "C", "N", "H", "H", "H", "H", "H", "H", "H", "H", "H", "H"],
  "coordinates": [[-0.248, -1.301, -0.417], [-1.369, -0.925, 0.017], [-2.230, 0.085, -0.475], [-3.475, 0.370, 0.314], [2.348, 1.751, 0.131], [1.869, 0.447, -0.078], [2.872, -0.597, 0.339], [-1.836, -1.410, 0.941], [-1.904, 0.750, -1.201], [-3.937, 1.258, -0.108], [-3.250, 0.509, 1.350], [-4.199, -0.494, 0.259], [2.656, 2.201, -0.738], [1.009, 0.283, 0.603], [1.499, 0.178, -1.063], [2.882, -0.587, 1.357], [3.763, -0.217, -0.026]],
  "forces_ev_per_angstrom": [[-0.85, 0.69, 0.38], [-0.53, -0.33, 0.37], [0.34, -1.41, 2.30], [-0.42, -0.78, -1.64], [0.26, -0.73, 0.28], [-0.57, -0.06, -0.14], [0.05, 1.40, -0.39], [0.78, 0.10, -0.76], [0.46, 0.97, -1.57], [-0.31, -0.01, 0.27], [0.14, 0.21, 0.80], [0.57, 0.81, -0.01], [-0.40, -0.17, -0.09], [0.05, -0.15, -0.09], [0.27, 0.17, -0.28], [0.46, -0.08, -0.10], [-0.30, -0.63, 0.65]],
  "nbo_charge": [-0.5280, 0.2281, -0.1320, -0.6748, -0.4742, -0.1471, -0.7153, 0.1003, 0.1946, 0.2250, 0.2333, 0.2349, 0.3167, 0.2287, 0.1902, 0.3638, 0.3560],
  "e_tot_ha": -342.908499,
  "relative_energy_kcal_mol": 183.84,
  "e_homo_ev": -7.0,
  "multiplicity": 1,
  "charge": 0
}